1.
Entry from the Open Molecules 2025 dataset: C11H12N4O5SZr as an isolated structure (ωB97M-V with the def2-TZVPD basis set).

The LUMO energy comes out at -7.818 eV. Its total energy is -39903.535 eV. The value obtained for the relative energy (zero: lowest compared OMol25 entry of this formula, charge and spin) is 0.040 eV. The strongest force on any atom comes out at 0.687 eV/Å. As for the net charge: +2. As for the spin multiplicity: 1.

Geometry as XYZ:
```
34
Properties=species:S:1:pos:R:3:lowdin_charge:R:1
Zr -0.24 -0.03 -0.14 1.7521
O 1.61 3.75 -0.47 0.2603
C 1.31 2.52 -0.25 -0.4350
O 0.14 2.10 -0.19 -0.0686
C 2.51 1.62 -0.07 -0.0512
O 2.06 0.29 0.21 -0.2856
C 2.58 -0.37 1.39 -0.0104
C 1.43 -0.65 2.33 -0.4864
O 1.52 -0.83 3.49 0.2213
O 0.23 -0.65 1.64 -0.2258
H 0.81 4.31 -0.59 0.1927
H 3.09 1.64 -0.99 0.1680
H 3.12 2.01 0.75 0.1689
H 3.03 -1.31 1.06 0.1615
H 3.34 0.24 1.88 0.1543
N 2.04 -2.30 -3.04 0.1354
C 1.02 -1.81 -2.35 -0.7966
S 0.67 -0.07 -2.53 0.6589
N 0.33 -2.65 -1.60 0.0359
N -0.69 -1.99 -0.96 -0.2302
C -1.75 -2.58 -0.57 0.0028
C -2.77 -1.73 0.08 -0.2254
C -4.02 -2.20 0.39 0.0402
C -4.96 -1.33 0.94 0.0256
C -4.61 -0.01 1.15 0.0057
C -3.33 0.41 0.80 -0.0680
N -2.43 -0.43 0.27 -0.0488
H 2.54 -1.74 -3.71 0.1127
H 2.20 -3.30 -3.02 0.1338
H -1.92 -3.64 -0.76 0.1591
H -4.27 -3.24 0.21 0.1400
H -5.95 -1.68 1.20 0.1387
H -5.30 0.70 1.58 0.1331
H -3.03 1.44 0.95 0.1310
```

***

2.
Entry from the Open Molecules 2025 dataset: a 9-piece molecular cluster, C18H30Cl6N6 overall (ωB97M-V with the def2-TZVPD basis set).

The LUMO energy (spin up / spin down) comes out at 2.015 / 1.935 eV. Its total energy is -103224.786 eV. The value obtained for the relative energy (zero: lowest compared OMol25 entry of this formula, charge and spin) is 0.916 eV. The strongest force on any atom comes out at 5.430 eV/Å. As for the net charge: -1. As for the spin multiplicity: 2.

Geometry as XYZ:
```
60
Properties=species:S:1:pos:R:3:mulliken_spin:R:1
C 1.48 -3.68 2.76 -0.0104
C 0.51 -4.77 2.58 0.0792
N -0.25 -5.69 2.42 -0.0235
H 2.23 -3.70 1.97 0.0141
H 2.01 -3.62 3.71 -0.0450
H 1.05 -2.68 2.68 0.0336
C -1.74 4.04 2.90 0.3924
C -0.45 3.39 2.50 0.0552
N 0.51 2.81 2.17 -0.0835
H -2.19 3.33 3.60 0.0015
H -2.39 4.21 2.05 0.0997
H -1.64 5.04 3.33 -0.2454
C -0.38 0.46 -0.38 0.7298
C 0.54 -0.14 0.55 -0.2362
N 1.34 -0.64 1.24 -0.1166
H -0.66 1.50 -0.22 -0.0707
H -1.26 -0.15 -0.57 0.0804
H 0.10 0.58 -1.35 -0.0189
C -4.30 -2.42 -1.35 0.3381
C -4.60 -2.84 -2.80 -0.0126
N -4.76 -3.24 -3.88 -0.0160
H -3.81 -3.17 -0.73 -0.0306
H -5.25 -2.29 -0.83 -0.1055
H -3.81 -1.45 -1.33 -0.0098
C 2.75 2.44 -2.63 0.0140
C 1.45 3.19 -2.71 0.0925
N 0.45 3.72 -2.76 -0.0232
H 3.59 2.92 -2.14 -0.0281
H 3.00 2.30 -3.68 0.0097
H 2.60 1.44 -2.22 -0.0050
C 4.49 -1.15 0.60 0.0696
C 5.14 0.14 0.40 0.0111
N 5.71 1.19 0.31 -0.0074
H 5.18 -1.95 0.33 -0.0203
H 3.58 -1.28 0.03 -0.0065
H 4.07 -1.30 1.59 0.0023
Cl -0.54 -2.92 -2.97 -0.0272
C 0.54 -2.72 -4.29 0.0158
C 1.92 -2.28 -3.72 0.0281
Cl 1.82 -0.69 -3.07 -0.0939
H 0.13 -2.12 -5.10 0.0053
H 0.71 -3.69 -4.76 -0.0205
H 2.72 -2.33 -4.46 -0.0047
H 2.36 -2.88 -2.92 0.0079
Cl -3.39 0.85 -3.06 -0.0550
C -3.34 2.68 -2.46 0.0351
C -4.09 2.89 -1.16 0.3877
Cl -3.55 1.87 0.21 -0.2063
H -3.59 3.36 -3.28 -0.0141
H -2.31 2.99 -2.33 0.0404
H -5.13 2.67 -1.39 0.0140
H -3.97 3.94 -0.88 -0.1065
Cl -0.53 -1.08 5.80 0.0032
C -0.06 0.03 4.48 0.0163
C 1.38 0.51 4.67 0.0655
Cl 1.71 1.27 6.18 -0.0277
H -0.80 0.83 4.35 0.0951
H -0.07 -0.57 3.58 -0.0455
H 1.67 1.20 3.88 -0.0287
H 2.08 -0.32 4.53 0.0081
```